*A*
Density functional theory data (ωB97M-V with the def2-TZVPD basis set) for an isolated molecule of C6H8N2S.

Results
LUMO   0.764 eV
SMILES   [H]/N=C1/SCCN1CC#C
Frontier orbital gap   9.65 eV

CARTESIAN COORDINATES (ANGSTROEM)
H -1.6898 0.7429 1.1489
N -0.7843 1.2665 1.2329
C -0.0017 0.7509 0.3881
S 1.7306 1.3426 0.2909
C 2.2419 -0.1696 -0.5195
C 0.9847 -0.6291 -1.2921
N -0.1405 -0.3390 -0.4583
C -1.5297 -0.6111 -0.8601
C -2.2927 -1.2489 0.2230
C -2.7793 -1.8481 1.1677
H 2.6079 -0.8997 0.2064
H 3.0365 -0.0803 -1.2672
H 0.9921 -1.7241 -1.4756
H 0.9113 -0.1308 -2.2530
H -1.5457 -1.3069 -1.7018
H -1.9672 0.3721 -1.2264
H -3.3005 -2.4121 1.8500

*B*
Density functional theory data (ωB97M-V with the def2-TZVPD basis set) for an isolated molecule of C6H8N2S.

Results
LUMO   -0.110 eV
SMILES   Cc1cnc(C)c(=S)[nH]1
Frontier orbital gap   7.90 eV

CARTESIAN COORDINATES (ANGSTROEM)
C 0.9252 -1.3906 -2.3237
C 0.4623 -0.5858 -1.1163
C 1.3306 -0.4010 -0.0589
N 0.9828 0.2202 1.1207
C -0.2157 0.7067 1.2713
C -0.5633 1.2690 2.6378
C -1.2073 0.6367 0.1518
S -2.7456 1.2380 0.1713
N -0.8358 -0.0814 -0.9805
H 0.4272 -2.3955 -2.2849
H 2.0125 -1.4777 -2.3060
H 0.6010 -0.9484 -3.2758
H 2.3359 -0.7530 -0.2096
H -1.4367 0.7456 3.0218
H 0.2893 1.1167 3.2952
H -0.8368 2.3351 2.6153
H -1.5258 -0.2346 -1.7295

Which is the most stable structure? *B* is the most stable.